No. 1
21
Properties=species:S:1:pos:R:3 method="wB97M-V/def2-TZVPD" smiles=NCCNCCC[S-] de_lowest_kj_mol=78.6 charge=-1 homo_lumo_gap_ha=0.2133 multiplicity=1
N -2.173 -2.523 -0.435
C -2.330 -1.059 -0.256
C -1.102 -0.362 0.364
N -0.415 0.511 -0.568
C 0.353 1.609 0.047
C 1.842 1.577 -0.323
C 2.537 0.314 0.185
S 3.344 0.573 1.805
H -2.891 -3.039 0.054
H -1.264 -2.813 -0.083
H -2.530 -0.635 -1.239
H -3.187 -0.871 0.372
H -0.478 -1.149 0.818
H -1.437 0.264 1.183
H 0.211 -0.030 -1.151
H 0.336 1.564 1.144
H -0.093 2.542 -0.276
H 2.303 2.476 0.084
H 1.937 1.650 -1.420
H 3.212 -0.082 -0.589
H 1.824 -0.516 0.283



No. 2
21
Properties=species:S:1:pos:R:3 method="wB97M-V/def2-TZVPD" smiles=CNC[C@@H](C[S-])NC de_lowest_kj_mol=98.8 charge=-1 homo_lumo_gap_ha=0.2295 multiplicity=1
C 1.425 -2.439 1.517
N 1.101 -2.388 0.095
C -0.085 -1.525 -0.160
C 0.228 -0.006 -0.094
C -0.021 0.714 -1.457
S -1.540 1.741 -1.471
N -0.398 0.591 1.072
C 0.422 1.503 1.848
H 0.979 -3.342 1.933
H 1.122 -1.568 2.091
H 2.506 -2.584 1.651
H 1.856 -1.899 -0.382
H -0.428 -1.863 -1.135
H -0.798 -1.701 0.631
H 1.307 0.050 0.125
H -0.061 -0.039 -2.247
H 0.831 1.376 -1.633
H -1.254 1.072 0.792
H 0.097 1.482 2.897
H 0.311 2.578 1.627
H 1.468 1.194 1.785



No. 3
21
Properties=species:S:1:pos:R:3 method="wB97M-V/def2-TZVPD" de_lowest_kj_mol=205.8 charge=-1 s_squared=0.75 homo_lumo_gap_ha="0.0925 / 0.3280" multiplicity=2
C 2.490 0.178 0.276
C 2.093 -0.711 1.165
N 2.076 -0.385 2.552
N 2.565 -0.092 -1.129
H 2.725 1.182 0.635
H 1.821 -1.712 0.839
H 2.923 -0.740 2.995
H 1.292 -0.856 3.009
H 3.419 0.278 -1.526
H 1.799 0.347 -1.634
C -3.220 1.791 -0.173
C -2.657 0.866 -0.946
N -2.369 -0.443 -0.589
C -1.142 -1.016 -1.121
H -3.424 1.598 0.869
H -3.476 2.751 -0.599
H -2.405 1.048 -1.990
H -2.434 -0.626 0.406
H -1.063 -2.055 -0.797
H -1.137 -1.015 -2.216
H -0.229 -0.517 -0.780



No. 4
21
Properties=species:S:1:pos:R:3 method="wB97M-V/def2-TZVPD" de_lowest_kj_mol=244.6 homo_lumo_gap_ha=0.2502 multiplicity=1
C 2.222 -0.498 -1.139
C -0.949 1.462 0.987
C -2.460 -0.194 -0.134
N 1.172 0.132 -0.671
C -1.006 0.126 0.227
N 3.492 -0.206 -0.604
N -0.427 -0.897 1.129
C -0.135 0.159 -1.008
H 1.343 0.598 0.232
H 2.183 -0.994 -2.091
H 3.464 -0.007 0.377
H 4.172 -0.923 -0.809
H -0.318 -1.764 0.624
H -1.064 -1.078 1.890
H -0.417 -0.476 -1.840
H 0.026 1.619 1.418
H -1.157 2.288 0.298
H -3.080 -0.234 0.764
H -2.520 -1.158 -0.639
H -2.860 0.567 -0.801
H -1.681 1.479 1.791



No. 5
21
Properties=species:S:1:pos:R:3 method="wB97M-V/def2-TZVPD" smiles="[H]/N=C/NCCCCN" de_lowest_kj_mol=180.3 homo_lumo_gap_ha=0.3567 multiplicity=1
H -3.102 -0.566 2.255
N -2.638 -0.950 1.436
C -2.407 -0.445 0.295
N -1.659 -1.219 -0.552
C -0.914 -0.513 -1.665
C 0.435 0.026 -1.171
C 1.114 -0.413 0.172
C 1.345 0.738 1.198
N 2.230 1.735 0.549
H -2.511 0.558 -0.122
H -1.333 -2.101 -0.208
H -1.484 0.419 -2.000
H -0.818 -1.372 -2.367
H 0.313 1.151 -1.031
H 1.169 -0.089 -1.973
H 2.155 -0.785 -0.023
H 0.363 -1.093 0.582
H 1.638 0.195 2.103
H 0.375 1.270 1.340
H 2.883 1.182 -0.010
H 2.844 2.273 1.192



No. 6
21
Properties=species:S:1:pos:R:3 method="wB97M-V/def2-TZVPD" de_lowest_kj_mol=278.3 homo_lumo_gap_ha=0.3021 multiplicity=1
C 1.663 1.466 0.124
C 0.730 0.526 -0.617
N 1.053 -0.777 -0.855
C 1.989 -1.406 0.044
H 1.205 2.456 0.208
H 2.593 1.579 -0.437
H 1.887 1.088 1.123
H 0.326 1.022 -1.517
H 1.683 -1.397 1.115
H 2.094 -2.458 -0.239
H 2.993 -0.961 0.006
C -2.015 1.296 -0.092
N -0.952 0.463 0.436
C -1.142 -0.819 0.641
N -2.152 -1.554 0.125
H -1.705 2.339 -0.010
H -2.955 1.172 0.452
H -2.186 1.085 -1.156
H -0.394 -1.404 1.175
H -2.009 -2.554 0.095
H -2.705 -1.161 -0.622